No. 1
The following is a DFT calculation (wB97M-V/def2-TZVPD) of a structure of composition C50H52CrN3O6P2S2 at a distorted geometry.

Each line ends with the Mulliken charge.
Geometry (Å):
C: 2.2524 -2.9664 1.9789  -1.71
H: 2.7301 -2.3430 2.7314  0.32
C: 2.3468 5.0694 5.8987  -0.44
N: 1.0296 4.0182 1.2919  -0.55
S: 2.0537 5.3342 1.8083  1.09
O: -2.5731 4.3042 -5.8293  -0.52
C: 1.5676 -3.2431 -0.3894  -1.56
C: 3.8275 -1.1744 -1.8307  -1.73
C: -0.7318 -1.6829 3.4482  0.14
C: -5.9201 -0.2956 0.4928  -0.78
C: -3.5728 0.1920 0.3638  -0.28
C: 1.5736 3.9373 6.0573  -0.78
C: -1.7652 -3.9701 0.1387  -0.14
H: 2.7869 -0.0740 2.5624  0.29
C: -0.8739 2.0863 -1.7926  0.03
C: 1.9650 4.9531 3.5560  -0.04
H: -2.7719 -5.7174 -3.1593  0.40
C: 0.5665 2.6540 -5.2779  -1.40
C: -0.3499 -1.0416 -4.7951  -1.05
C: -4.8309 0.4935 0.8690  -0.76
C: 4.6783 -0.4507 1.5967  -1.82
H: -1.9311 -5.9369 1.0410  0.46
C: 3.3748 1.6750 1.4541  -1.54
C: 0.4432 2.2341 -3.9386  0.31
C: 0.7520 -1.8231 5.3658  -1.05
C: -1.3734 -0.9662 2.3597  -1.15
O: 1.3023 6.5107 1.4714  -0.64
P: -1.7384 -1.4372 -1.0036  2.03
C: -1.3354 -0.2979 -5.4213  -0.46
H: -4.9984 1.3284 1.5491  0.50
H: 1.2004 -3.0472 2.2416  0.10
H: 3.1170 6.5213 4.4578  0.42
C: -2.0247 -5.3362 0.1254  -0.72
H: -1.8436 5.5532 -7.3042  0.27
N: 1.1545 -4.3504 7.7286  -0.59
H: 1.4921 -1.3806 6.0399  0.46
C: 1.0105 3.2923 4.9683  -0.37
H: 3.1825 1.4100 -2.6504  0.53
S: -0.0772 1.6941 2.4519  -0.07
H: -6.8820 -0.0839 0.9418  0.43
C: -2.4048 -5.9430 -1.0638  -0.71
H: -1.4604 -3.4821 1.0706  -0.23
P: 2.0011 -0.5848 0.3921  1.64
H: 2.7724 5.5552 6.7663  0.40
C: -3.3938 -0.9084 -0.4669  0.36
C: -1.8741 -3.2376 -1.0441  1.08
H: 3.5337 -2.2262 -1.9446  0.35
H: -6.6278 -1.8877 -0.7452  0.43
C: -2.2760 -3.8558 -2.2192  -0.74
C: 2.4075 -2.4118 0.5693  0.10
H: 0.5076 -3.1406 -0.1628  -0.22
H: 2.5593 2.1119 0.8849  -0.23
C: -1.6521 3.5946 -5.0794  0.86
H: 1.7989 -4.3104 -0.3226  0.65
C: 2.6905 -0.2657 -1.3634  2.72
O: 3.3745 5.0786 1.3013  -0.61
H: 0.4057 2.3762 5.0982  0.44
H: 3.3562 2.1315 2.4358  0.43
H: 3.4606 -2.4645 0.2893  1.11
C: -1.5938 -0.9390 -2.7342  0.33
H: -1.9637 -3.4029 3.1002  0.51
C: -0.6829 -3.7024 4.7994  -1.10
C: 3.0899 1.2053 -1.5777  -2.03
H: 1.4035 3.5382 7.0539  0.41
C: 1.2215 3.7812 3.6746  0.60
C: -2.4608 0.0943 -4.7362  -0.90
H: 0.6339 -0.1223 4.0336  -0.09
C: -1.9664 4.4696 -7.1034  -0.35
H: -2.0489 -0.2245 2.8188  1.08
C: -0.4893 -1.3864 -3.4603  0.02
H: 5.2292 0.0051 2.4283  0.52
C: 0.2761 -3.1196 5.6215  0.72
H: 1.8106 -0.4522 -1.9890  -1.42
H: 0.5369 -1.3676 -5.3626  0.39
N: -2.4249 1.0138 0.6312  0.18
H: -2.6153 -7.0134 -1.0649  0.38
H: -1.0448 -4.7211 5.0022  0.45
C: -5.7708 -1.3005 -0.4322  -0.84
H: 5.2258 -0.2343 0.6666  0.29
C: -4.5155 -1.6056 -0.9359  -0.77
C: -1.7587 3.2234 -3.7533  -1.68
H: 4.7101 -1.5399 1.7648  0.32
C: -0.5165 3.3412 -5.8275  1.19
H: 4.1624 -0.8364 -2.8163  0.50
H: -3.2488 0.6626 -5.2276  0.38
H: 1.4721 2.4221 -5.8511  0.40
H: -2.5914 3.9331 -7.8544  0.27
C: 0.7486 -3.8008 6.7777  -0.08
C: 3.2639 0.1423 1.5995  1.28
C: -0.6779 2.5336 -3.1720  0.27
H: 2.3523 1.8854 -1.1675  0.37
H: 1.2741 1.6739 -3.4764  0.12
H: -1.2282 -0.0218 -6.4700  0.38
C: -2.4957 -5.2158 -2.2222  -0.75
H: 0.2527 -2.0262 -2.9767  0.49
H: -2.2568 1.7597 -0.1968  0.28
H: 2.6880 -3.9666 2.0394  0.51
O: -0.0886 1.2353 -1.2500  2.00
H: 4.0488 1.4522 -1.1415  0.45
H: 4.6992 -1.1615 -1.1800  0.19
H: -2.6518 3.4321 -3.1600  0.49
H: 4.3280 1.9542 1.0085  0.45
Cr: -0.4447 0.1022 0.6987  -2.04
H: -2.3747 -3.2680 -3.1304  0.43
H: -2.0378 -1.6704 1.8276  0.37
C: -1.1858 -2.9852 3.7320  -0.37
C: 0.7651 3.2750 2.3179  0.65
C: -2.5878 -0.1991 -3.3755  -0.55
H: -2.5418 1.5514 1.5000  0.44
O: -0.6729 3.8722 -7.0919  -0.52
H: -4.4012 -2.3387 -1.7339  0.45
O: -1.9138 2.5753 -1.2251  -1.07
C: 2.5536 5.6050 4.6231  -0.68
H: -3.4430 0.1985 -2.8384  0.35
H: 1.6830 -2.9598 -1.4425  -0.10
C: 0.2732 -1.1283 4.2640  0.93

Force components x, y, z for each atom (eV/Å):
-0.04 0.16 0.07
0.05 -0.01 0.08
0.21 0.54 -0.43
0.75 -0.47 1.39
-1.58 -1.07 -0.74
0.50 -0.38 0.30
-0.17 -0.03 -0.45
-0.07 -0.46 -0.17
0.61 -0.92 0.79
0.35 0.78 0.65
0.96 0.58 0.31
-0.18 -0.31 0.22
0.15 -0.18 0.23
0.06 0.00 -0.03
-0.88 -0.06 1.72
0.03 -0.30 -0.48
0.08 0.24 0.44
-0.27 0.03 -0.15
0.68 -0.41 -0.05
-0.55 -0.30 -0.04
0.01 -0.53 0.06
-0.06 0.38 -0.43
-0.15 -0.25 0.19
0.59 -0.09 0.02
-0.07 -0.07 -0.22
-0.55 0.57 -1.24
0.81 0.12 0.30
0.57 1.11 0.92
0.02 0.10 -0.78
0.26 -0.15 -0.17
-0.12 -0.01 0.09
-0.03 -0.23 0.14
0.03 0.08 0.43
-0.23 -0.58 -0.10
-0.86 1.13 -1.96
-0.26 -0.18 -0.30
-0.56 -1.01 -0.76
-0.03 -0.11 0.11
0.66 1.19 -0.27
-0.07 -0.03 -0.13
0.12 -0.84 0.62
-0.07 -0.19 -0.45
1.51 -0.61 -0.11
0.04 0.02 -0.03
-0.61 -0.51 -0.91
-0.51 0.21 0.07
0.04 0.30 0.04
0.04 0.12 -0.04
0.39 0.19 -0.17
-0.19 0.21 -0.18
0.12 0.02 0.12
0.14 0.05 0.01
-0.14 0.14 0.71
0.10 0.06 0.10
-0.25 0.23 0.41
-0.30 0.40 0.23
0.41 0.63 -0.02
0.00 0.15 0.29
-0.03 -0.09 -0.05
-0.47 -0.16 -0.26
0.04 -0.06 0.17
-0.22 -0.54 -0.04
-0.28 -0.15 -0.20
0.02 0.06 -0.15
0.31 0.63 0.43
-0.40 0.23 0.55
-0.09 -0.40 0.17
-0.43 0.21 -0.64
0.29 0.05 -0.30
0.20 -0.03 -0.03
-0.01 0.00 -0.18
0.06 0.53 -0.02
0.02 0.04 0.00
-0.51 0.18 0.36
-0.14 -0.57 0.50
0.08 0.27 -0.08
0.22 0.57 -0.01
-0.12 -0.77 -0.49
-0.24 0.03 0.31
0.08 0.36 0.12
-0.25 0.29 -0.49
-0.06 0.38 -0.08
0.49 -0.26 0.10
-0.05 0.04 0.05
0.22 -0.08 0.06
-0.49 0.20 0.19
0.39 0.59 0.29
1.08 -1.48 2.29
-0.35 0.17 -0.41
0.03 0.17 -1.32
-0.13 0.13 -0.09
-0.64 0.37 -0.29
0.02 -0.11 0.22
-0.49 -0.42 -1.18
-0.12 0.23 -0.12
0.00 -0.19 0.42
0.01 0.02 -0.05
-0.44 0.19 0.29
0.23 -0.12 0.20
0.00 0.14 0.08
0.40 -0.02 -0.29
-0.10 0.02 -0.18
-1.14 1.05 -0.61
-0.01 -0.23 0.16
0.08 0.35 0.21
0.33 0.33 0.05
-0.40 -0.35 0.09
0.22 0.11 -0.25
0.05 -0.30 -0.46
0.30 -0.40 0.63
-0.04 -0.09 0.42
1.20 -0.47 -0.66
-0.16 0.09 -0.01
0.07 -0.22 0.06
0.06 0.02 0.18
-0.17 0.02 0.09

<S²> = 3.87
multiplicity = 4
energy relative to the best compared isomer or geometry (same formula, charge and spin) = 0.0 kcal per mole


No. 2
The following is a DFT calculation (wB97M-V/def2-TZVPD) of a structure of composition C3H6INS at a distorted geometry.

Each line ends with the Mulliken charge.
Geometry (Å):
H: -1.1155 2.3036 0.7031  0.10
C: 0.7788 -0.8294 0.7089  -0.42
H: 0.0707 1.2177 -0.8719  0.31
H: -1.7555 -0.7266 0.4957  0.32
N: 0.6266 -0.8598 -0.6513  -0.40
S: -1.4210 1.3769 1.4875  -0.16
C: -1.0103 0.0574 0.4064  -0.21
H: 0.9581 -1.8374 1.0032  0.33
H: 1.3891 -0.0202 1.2584  0.24
H: -0.6680 0.0356 -1.8881  0.30
C: -0.2923 0.2363 -0.9156  -0.42
I: 2.4394 -0.9541 -1.7364  0.02

Force components x, y, z for each atom (eV/Å):
0.80 2.25 -1.74
-1.71 2.30 1.78
1.26 1.60 -0.27
0.16 -0.08 -0.25
0.63 0.55 -2.31
-0.78 -1.77 1.65
1.77 -2.41 1.06
0.09 -0.58 1.31
-0.91 -1.04 -0.89
-1.38 0.20 -0.72
0.32 -1.13 0.41
-0.26 0.10 -0.04

energy relative to the best compared isomer or geometry (same formula, charge and spin) = 44.8 kcal per mole


No. 3
The following is a DFT calculation (wB97M-V/def2-TZVPD) of a cluster of 2 separate species, C3H6N2O2 in total at a distorted geometry.

Each line ends with the Mulliken charge.
Geometry (Å):
H: -1.9525 -0.4153 2.1034  0.26
C: -1.3904 -0.6158 1.2235  -0.32
N: -1.0127 1.1648 -1.0243  0.98
H: -0.1512 -0.6689 -1.6217  0.37
O: -2.0871 0.6451 -1.1886  -0.58
C: -0.1190 -0.4324 1.1148  -0.38
C: 0.1386 0.3200 -1.0974  -0.32
O: -0.8242 2.2892 -0.6649  -0.62
H: -2.0598 -0.8746 0.3440  0.23
N: 1.3821 0.9987 -1.3675  -0.44
H: 2.0492 0.5028 -1.8923  0.22
H: 1.7299 1.5165 -0.5707  0.24
H: 0.6503 -0.1170 1.6522  0.35

Force components x, y, z for each atom (eV/Å):
-0.21 -0.43 1.13
-1.35 -0.51 -1.18
0.96 -0.60 0.53
0.94 2.01 0.65
-1.36 -0.56 -0.59
-2.81 0.36 -5.41
1.70 -2.94 0.89
-0.01 1.95 0.39
0.99 0.56 0.97
-2.85 -0.26 1.04
0.73 -0.75 -0.34
0.06 -0.03 -0.33
3.20 1.21 2.25

energy relative to the best compared isomer or geometry (same formula, charge and spin) = 193.5 kcal per mole


Number 1: E -138119.706 eV. Number 2: E -23630.605 eV. Number 3: E -10276.407 eV.